1.
84
Properties=species:S:1:pos:R:3 method="wB97M-V/def2-TZVPD" e_lumo_ev="-9.1 / -12.6" e_tot_ev=-78262.910 orbital_gap_ev="6.8 / 4.1" total_charge=+3 e_homo_ev="-15.9 / -16.7" e_above_lowest_kj_mol=69.83 multiplicity=5
Pd -0.226 -0.097 0.414
P 1.722 1.118 0.914
P -2.199 -1.311 0.465
F 6.548 1.577 -4.493
F 2.518 1.423 -6.853
F 1.330 0.614 -4.745
F 5.330 0.890 -2.371
N 0.064 0.209 -1.673
N 4.250 1.675 -9.372
N 4.226 -1.416 -1.159
N -0.157 -0.599 2.348
N 7.643 3.098 -6.940
C -0.754 -1.773 2.748
C 6.606 2.593 -7.000
C 2.544 0.167 -2.217
C 4.647 1.557 -5.870
C 0.300 0.255 4.596
C -4.958 -1.116 0.866
C 2.181 1.719 4.941
C -2.461 -3.438 2.324
C 1.153 0.239 -2.069
C 2.900 -1.854 -0.738
C -2.508 -2.520 -0.871
C 2.602 0.836 -4.626
C 4.598 0.949 -3.436
C 5.284 1.376 -4.638
C 0.604 0.180 3.229
C 2.447 1.705 3.577
C 1.660 0.958 2.713
C 1.691 3.295 -0.856
C 3.235 0.638 -3.394
C 5.338 1.992 -7.076
C 1.091 1.015 5.439
C -2.055 -4.137 3.463
C -3.673 -0.288 0.842
C 3.277 1.282 -5.822
C -3.762 0.933 -0.076
C 4.748 1.819 -8.340
C 3.193 -0.410 -0.985
C -0.320 -2.519 3.867
C -1.244 -3.347 -1.111
C 3.365 0.564 0.205
C -2.991 -1.844 -2.154
C 1.624 2.931 0.626
C 4.264 -0.031 1.295
C -0.974 -3.683 4.212
C 0.346 3.483 1.264
C -1.815 -2.279 1.951
H -1.454 -4.128 -1.841
H -0.447 -2.717 -1.517
H 0.300 3.293 2.335
H 5.187 -0.400 0.854
H -0.575 -0.246 4.986
H -0.541 3.048 0.794
H -3.302 -3.176 -0.499
H 0.844 1.074 6.490
H 2.796 2.310 5.606
H -3.946 0.656 -1.113
H 2.279 -2.381 -1.454
H -4.899 -1.956 1.558
H 3.260 2.309 3.195
H -5.781 -0.482 1.195
H 0.302 4.562 1.116
H -3.280 -3.826 1.732
H 3.781 -0.854 1.824
H 4.515 0.729 2.031
H 3.844 1.473 -0.172
H -0.877 -3.829 -0.204
H -4.591 1.563 0.247
H -0.628 -4.257 5.061
H -2.276 -1.095 -2.504
H 1.726 4.380 -0.955
H -2.851 1.535 -0.036
H -3.459 0.063 1.858
H 2.831 -2.210 0.283
H 2.585 2.901 -1.347
H -3.094 -2.598 -2.934
H -2.565 -5.048 3.745
H 0.555 -2.210 4.421
H -5.214 -1.495 -0.124
H 4.409 -1.666 -2.126
H 0.803 2.950 -1.389
H -3.960 -1.364 -2.035
H 2.497 3.354 1.137


2.
88
Properties=species:S:1:pos:R:3 method="wB97M-V/def2-TZVPD" e_lumo_ev=3.9 e_tot_ev=-84286.394 orbital_gap_ev=5.7 total_charge=-2 e_homo_ev=-1.8 e_above_lowest_kj_mol=0.00 multiplicity=1
La -0.328 -0.975 0.173
S 0.034 -4.112 -3.898
S -0.294 -4.582 -1.040
O -0.433 3.710 3.789
O 3.711 -1.527 2.837
O -0.886 -2.838 1.967
O 0.298 0.886 -1.155
O -1.989 0.195 1.138
O -2.538 -3.154 -2.868
O 0.452 2.624 -2.543
O -2.191 -2.173 -0.860
N 2.004 -1.677 1.238
N 0.751 0.401 2.804
N -2.381 0.349 -1.895
N 0.768 -2.297 -2.155
N -1.299 2.541 2.056
C -3.883 5.122 1.329
C 3.724 -0.718 -0.767
C 2.017 -1.262 -6.001
C 1.350 0.497 5.522
C 1.908 -4.452 2.071
C 2.684 -3.989 0.882
C 3.478 -4.891 0.169
C -3.259 0.171 0.513
C -3.093 6.089 0.678
C -2.507 -2.197 -2.100
C -3.272 0.945 -0.860
C 1.865 -0.665 -3.653
C 0.489 1.408 4.986
C 1.211 -2.375 -5.812
C -0.191 1.663 -2.079
C 2.400 -0.473 -4.925
C 0.210 1.385 3.600
C 0.303 4.493 0.802
C -3.327 3.913 1.763
C -4.171 2.990 2.582
C 0.241 -3.539 -2.240
C -1.562 1.323 -2.660
C -2.946 -0.805 -2.642
C 2.567 -1.288 2.394
C 4.389 -4.468 -0.800
C 3.610 -2.159 -0.537
C 0.814 -2.695 -4.497
C -1.754 5.851 0.436
C -1.957 3.698 1.594
C 2.718 -2.628 0.477
C -1.163 4.671 0.896
C 4.448 -3.098 -1.173
C 2.055 -0.369 4.670
C 1.130 -1.847 -3.384
C -0.531 2.634 3.183
C 1.693 -0.401 3.309
H -4.836 3.554 3.227
H -4.335 0.972 -1.218
H -1.181 6.677 -0.018
H 2.320 -1.017 -6.999
H -4.791 2.398 1.909
H -2.734 -0.667 -3.706
H 2.865 -1.048 4.978
H 1.217 -3.704 2.397
H 0.496 3.526 0.316
H 4.274 -0.215 0.041
H 3.513 -5.941 0.451
H -1.242 -3.608 1.460
H -2.067 2.283 -2.754
H 1.412 -5.397 1.922
H 5.123 -2.762 -1.939
H 0.053 2.233 5.559
H -1.348 0.935 -3.645
H -1.558 -2.575 2.594
H -3.668 -0.846 0.457
H 0.843 -2.983 -6.636
H 4.186 -0.511 -1.710
H -3.518 7.043 0.375
H 5.038 -5.209 -1.304
H -2.934 1.989 -0.718
H 0.803 4.419 1.797
H -1.480 1.586 1.590
H -3.567 2.315 3.188
H 3.114 0.323 -5.104
H 0.707 5.322 0.163
H 2.600 -4.580 2.945
H -4.038 -0.835 -2.527
H 1.960 0.089 -2.915
H 2.766 -0.198 -0.748
H -3.962 0.735 1.172
H 1.539 0.498 6.567
H -4.937 5.291 1.515


3.
87
Properties=species:S:1:pos:R:3 method="wB97M-V/def2-TZVPD" e_lumo_ev="-0.6 / -0.6" e_tot_ev=-122835.779 orbital_gap_ev="5.4 / 5.4" e_homo_ev="-6.0 / -6.0" e_above_lowest_kj_mol=0.00 multiplicity=1
W -0.612 -0.012 -0.383
Sb -3.066 -1.133 0.114
S -1.289 -1.148 1.766
S -0.348 3.145 -1.876
S -1.694 -0.068 -2.587
S 2.740 -0.171 -2.333
S -3.362 -3.299 -0.482
S -2.407 1.516 -1.497
O 0.287 1.800 -1.572
O 1.286 -0.328 -1.998
N 1.166 -0.086 0.606
N -0.762 1.670 0.905
N -0.067 -2.089 -0.872
N 0.238 2.580 1.149
N 0.834 -2.909 -0.245
C -1.817 2.558 -5.683
C 4.753 4.368 0.382
C 4.080 -0.983 -4.608
C -1.898 2.223 1.426
C -2.408 4.745 -4.900
C 1.762 -1.858 -5.874
C 3.034 1.621 -2.726
C 2.451 -0.933 2.450
C 3.204 -3.203 2.570
C -1.115 2.323 -4.513
C -1.624 3.465 1.964
C 0.856 -4.127 -0.844
C -0.271 3.678 1.784
C 2.468 3.408 0.746
C -0.046 -4.110 -1.883
C 2.026 1.011 0.586
C 3.812 3.209 0.508
C 1.614 -2.524 0.848
C 1.857 3.674 -3.671
C 4.155 -1.599 -5.842
C 1.710 -1.183 1.284
C 2.370 -3.500 1.514
C 2.137 2.172 -3.813
C 2.838 -0.808 -4.018
C 3.000 -2.045 -6.467
C 3.197 -1.902 3.071
C 3.401 0.838 0.387
C 1.680 -1.239 -4.641
C -1.095 3.285 -3.522
C -2.460 3.765 -5.879
C -1.750 4.495 -3.710
C 4.279 1.902 0.346
C -0.600 -2.842 -1.867
C 4.096 -4.251 3.161
C 1.557 2.336 0.816
C 1.177 4.098 -2.372
H 5.329 1.720 0.187
H -2.839 1.694 1.437
H 0.862 -2.206 -6.356
H 4.967 -0.642 -4.098
H -1.747 5.232 -2.917
H 4.292 -5.041 2.439
H -2.325 4.129 2.421
H 5.045 -3.812 3.462
H -0.305 -4.908 -2.545
H 4.092 1.697 -2.962
H -3.004 3.944 -6.792
H 3.785 -1.658 3.942
H 3.068 -2.552 -7.416
H 2.460 0.077 2.836
H 5.730 4.114 0.787
H 4.372 5.243 0.902
H -1.860 1.781 -6.430
H 2.580 1.995 -4.797
H 2.804 4.222 -3.752
H 2.848 2.118 -1.779
H 1.198 1.625 -3.767
H 0.842 5.132 -2.451
H 1.483 -4.928 -0.517
H 2.103 4.413 0.898
H 1.232 3.978 -4.516
H -0.635 1.369 -4.377
H -1.345 -2.461 -2.544
H 4.882 4.626 -0.671
H 5.116 -1.742 -6.310
H 3.778 -0.169 0.283
H -2.892 5.697 -5.056
H 2.315 -4.529 1.201
H 1.849 4.013 -1.521
H 3.641 -4.700 4.043
H 0.727 -1.103 -4.151
H 0.349 4.483 2.120


4.
84
Properties=species:S:1:pos:R:3 method="wB97M-V/def2-TZVPD" e_lumo_ev="-10.2 / -8.9" e_tot_ev=-219605.298 orbital_gap_ev="5.1 / 6.4" total_charge=+3 e_homo_ev="-15.3 / -15.3" e_above_lowest_kj_mol=0.00 multiplicity=2
Br 5.134 -2.814 4.892
Se 1.349 1.509 -1.062
Fe -0.269 -0.478 0.028
N 0.383 4.077 -1.966
N 1.523 -1.297 -0.005
N -0.217 -1.268 -1.905
N -0.828 -2.500 0.710
N 0.775 2.733 -3.613
N -2.126 0.501 -0.661
N 0.596 0.397 1.674
N -2.022 -0.369 1.860
C 0.299 -2.401 -4.396
C -1.651 -1.464 2.747
C -4.487 1.623 -1.639
C 1.182 2.572 2.547
C 4.440 -2.017 2.283
C -2.135 1.281 -1.754
C 0.760 2.822 -2.269
C -1.337 -2.689 1.940
C 1.896 -0.095 2.024
C 1.982 -1.651 -1.135
C 2.360 0.026 3.429
C 0.408 3.938 -4.156
C -1.193 1.996 1.963
C -3.260 -0.635 1.138
C 2.220 -1.387 1.286
C 2.510 2.323 2.474
C 3.650 -1.813 1.231
C 4.103 -1.800 3.681
C -4.494 0.811 -0.519
C 1.025 -1.681 -2.244
C 0.244 1.589 2.083
C -0.748 -4.886 0.443
C -0.981 -2.019 -4.039
C 0.321 4.651 -0.622
C 2.986 0.966 2.371
C -0.550 -3.600 -0.012
C 1.151 1.550 -4.384
C 0.164 4.782 -3.122
C 1.325 -2.235 -3.471
C -3.273 1.861 -2.272
C -3.304 0.269 -0.059
C -1.569 -3.950 2.465
C -1.264 -5.071 1.716
C 3.195 -0.945 4.162
C -1.198 -1.452 -2.788
C -2.095 0.925 2.572
H -5.414 0.597 0.009
H 1.635 -2.163 1.807
H -0.196 3.965 0.043
H -1.810 0.780 3.615
H 2.334 -2.561 -3.688
H -4.149 -0.500 1.763
H -3.268 -1.670 0.790
H -3.209 2.483 -3.154
H 4.064 -2.084 0.270
H -5.404 2.060 -2.011
H 5.425 -2.426 2.097
H 0.496 -2.845 -5.363
H -0.128 5.818 -3.116
H -3.126 1.285 2.589
H -0.760 -1.160 3.302
H -1.337 2.927 2.513
H 1.329 4.829 -0.252
H 1.242 1.838 -5.427
H -0.506 -5.723 -0.197
H 0.387 0.780 -4.286
H -1.818 -2.160 -4.710
H 2.105 1.173 -4.026
H -2.428 -1.694 3.485
H -1.435 -6.064 2.110
H -2.192 -1.162 -2.484
H -1.463 2.197 0.925
H -1.179 1.422 -2.240
H 1.670 0.550 4.084
H -0.221 5.590 -0.676
H -0.155 -3.452 -1.005
H 3.003 -1.973 -1.306
H 0.805 3.557 2.783
H -1.994 -4.040 3.456
H 3.235 3.124 2.553
H 4.017 0.776 2.102
H 3.100 -0.858 5.237
H 0.367 4.102 -5.219


5.
83
Properties=species:S:1:pos:R:3 method="wB97M-V/def2-TZVPD" e_lumo_ev="0.3 / -0.6" e_tot_ev=-186035.017 orbital_gap_ev="7.2 / 6.6" e_homo_ev="-6.9 / -7.3" e_above_lowest_kj_mol=69.41 multiplicity=2
Rb -0.594 0.848 0.292
Br 2.341 0.685 2.594
Ge -0.440 0.643 -3.000
S 2.825 0.252 -0.882
O -1.802 -1.178 0.625
O -4.039 0.440 0.217
N -1.836 -0.247 2.863
N -0.504 -0.151 2.983
N 3.134 -2.379 -1.220
N 4.288 -1.433 0.519
C -2.115 4.363 -4.185
C -3.897 3.033 -3.294
C -3.001 2.004 -3.046
C -3.456 4.214 -3.867
C 1.703 -0.052 6.715
C 1.472 0.278 4.241
C 2.183 0.321 5.376
C 2.258 2.245 -4.002
C -6.002 -0.385 1.285
C 0.858 -0.686 9.303
C -5.863 -2.037 3.011
C 2.152 0.681 7.814
C -1.650 2.133 -3.370
C 3.439 -1.275 -0.518
C 0.512 -0.772 -5.296
C 0.041 0.001 4.127
C 2.375 -0.284 -6.730
C 4.102 2.747 -5.460
C 2.698 0.836 -5.925
C 0.850 -1.131 6.940
C 2.289 -2.384 -2.389
C 0.428 -1.441 8.222
C -1.509 -0.955 -2.625
C 1.309 -1.072 -6.421
C 1.728 0.373 9.095
C -2.310 -1.337 1.810
C 0.777 0.308 -4.493
C -3.831 -1.240 1.925
C 4.708 -2.702 1.060
C -4.620 -0.396 1.136
C 1.902 1.129 -4.797
C -6.625 -1.201 2.216
C -1.221 3.335 -3.932
C 3.319 3.037 -4.323
C 3.801 1.668 -6.235
C -4.487 -2.043 2.849
H -0.327 -1.421 -5.081
H 5.349 -3.248 0.362
H -6.593 0.280 0.665
H -4.748 0.808 -0.323
H 4.398 -0.610 1.090
H 1.060 -1.923 -7.040
H 3.202 0.682 5.327
H 1.510 -1.639 -2.255
H -0.180 3.473 -4.201
H -6.333 -2.684 3.738
H -1.763 5.281 -4.637
H -1.999 -0.913 -1.652
H 3.855 -3.331 1.334
H 4.399 1.429 -7.104
H 2.987 -0.495 -7.597
H 2.079 0.961 9.931
H -3.366 1.088 -2.598
H 0.525 -0.928 10.302
H 2.847 -2.141 -3.296
H 1.690 2.448 -3.101
H -2.257 -1.069 -3.411
H 2.832 1.506 7.655
H 0.538 -1.753 6.113
H -3.882 -2.717 3.444
H 1.835 -3.369 -2.488
H -2.011 -2.291 2.313
H 5.293 -2.512 1.956
H 4.946 3.377 -5.708
H -0.866 -1.834 -2.617
H -0.232 -2.283 8.376
H -0.546 0.002 5.051
H -4.155 5.014 -4.068
H -7.701 -1.176 2.313
H 3.574 3.879 -3.695
H -4.943 2.909 -3.044
H -2.345 -0.364 3.749
H 3.635 -3.227 -1.012